Molecular formula: C31H36BrClN9O8PbS2
Method: DFT, ωB97M-V with the def2-TZVPD basis set

```
89
Properties=species:S:1:pos:R:3:forces:R:3
Pb 1.64712 -0.05913 0.44005 0.249 0.278 0.012
O 0.27261 2.30624 3.70427 0.115 0.189 0.149
Cl 0.37568 0.89574 3.55694 -0.939 -0.310 -0.909
O -0.17018 0.20386 4.68108 0.087 -0.090 0.165
O -0.40575 0.49086 2.34789 -0.268 0.015 0.066
O 1.72562 0.48587 3.28074 0.585 -0.063 0.147
C -0.41774 -0.36252 -6.28348 -0.034 -0.048 -0.012
C 0.47390 -1.53551 -5.91010 -0.018 0.103 0.085
N 0.56215 -1.74617 -4.46473 -0.005 0.079 -0.010
C 1.25658 -1.11438 -3.50919 0.049 -0.002 0.065
S 0.95450 -1.65881 -1.89604 -0.243 -0.142 0.109
N 2.15508 -0.15435 -3.70018 0.064 -0.142 -0.027
C 2.88736 0.22228 -4.91232 -0.034 -0.105 0.014
C 3.95775 -0.79861 -5.27256 -0.022 0.047 0.011
H -0.56515 -0.32703 -7.36275 0.018 0.007 -0.007
H 0.02426 0.57982 -5.96881 -0.007 0.125 0.054
H -1.39431 -0.45776 -5.80805 -0.015 0.006 -0.016
H 1.46958 -1.41710 -6.32455 0.062 -0.073 -0.059
H 0.06765 -2.45954 -6.31889 0.034 -0.014 -0.002
H -0.13223 -2.36482 -4.07365 0.097 -0.028 -0.009
H 2.64876 0.09189 -2.83716 -0.015 0.075 0.058
H 3.34587 1.18517 -4.69167 -0.011 0.003 0.001
H 2.20013 0.38290 -5.73646 -0.063 0.060 -0.046
H 4.69116 -0.87941 -4.47082 0.000 -0.019 0.011
H 4.47770 -0.49435 -6.18070 0.008 -0.005 -0.012
H 3.52210 -1.78537 -5.43637 0.016 -0.015 -0.008
O 3.47024 0.35837 -1.22171 0.230 -0.013 0.162
N 4.73991 0.60854 -1.26805 -0.192 0.126 0.044
C 5.47185 0.21834 -0.25704 -0.032 -0.032 -0.141
C 4.87275 -0.53729 0.79578 -0.105 -0.017 -0.032
N 4.25979 -1.16147 1.54461 -0.231 0.064 0.104
C 6.87299 0.50497 -0.24722 -0.256 -0.001 -0.130
N 7.99402 0.74630 -0.23423 0.216 0.020 0.042
C 2.32509 6.52700 2.48343 -0.022 -0.058 0.029
C 2.19377 5.14716 1.91223 -0.003 -0.009 -0.024
C 1.11724 4.79054 1.10729 -0.008 0.017 0.027
C 1.03446 3.50442 0.61417 0.019 -0.046 -0.057
N 1.93727 2.55938 0.87442 0.049 0.034 0.060
C 2.96327 2.89252 1.66219 -0.078 -0.019 -0.020
C 3.13255 4.15884 2.18437 0.028 0.008 0.001
H 1.81458 7.26229 1.86460 0.000 0.016 -0.006
H 3.37112 6.81129 2.58187 0.009 0.018 -0.002
H 1.87865 6.55687 3.47916 -0.003 0.013 0.009
H 0.34109 5.50752 0.87352 0.021 0.013 -0.044
H 0.21029 3.21618 -0.02667 -0.097 -0.027 -0.012
H 3.66583 2.10455 1.90149 0.068 -0.047 -0.011
H 3.99160 4.36921 2.80733 0.006 -0.006 0.008
C 0.49024 -5.49708 4.07133 -0.030 0.025 0.064
C -0.49520 -4.61644 4.83252 0.087 0.026 -0.114
C -0.54227 -3.18611 4.30866 0.056 -0.052 0.072
N -1.10967 -3.14054 2.95759 -0.245 0.330 -0.165
C -0.45807 -2.86283 1.83174 0.282 -0.067 0.084
S 1.20730 -2.65301 1.78428 -0.515 -0.335 -0.164
N -1.21189 -2.86441 0.63721 -0.398 0.335 -0.044
C -2.51112 -2.49729 0.28903 0.915 -0.215 0.429
O -2.91617 -2.59441 -0.83780 -0.278 0.059 -0.122
C -3.49285 -2.00139 1.32680 0.139 -0.673 -0.074
C -3.55788 -0.58142 1.70065 1.259 1.123 -0.237
C -4.54013 -0.22408 2.71702 -0.242 -0.036 0.483
C -5.33549 -1.15008 3.31695 0.037 0.286 0.212
C -5.27517 -2.47323 2.87007 0.033 0.009 -0.169
C -4.36011 -2.89387 1.89345 0.276 -0.109 -0.115
H 0.56476 -6.47923 4.53577 -0.015 -0.026 -0.028
H 1.48323 -5.04785 4.06841 0.015 -0.011 -0.006
H 0.18614 -5.63940 3.03314 0.012 0.009 -0.022
H -0.21561 -4.56915 5.88621 -0.037 0.007 0.017
H -1.49957 -5.05136 4.78777 -0.014 -0.016 0.088
H 0.45249 -2.75138 4.26566 -0.011 0.060 -0.025
H -1.15137 -2.54827 4.94938 -0.032 0.036 -0.025
H -2.07774 -3.40564 2.89514 -0.049 -0.148 -0.077
H -0.63623 -2.96828 -0.19645 0.029 0.028 -0.038
H -2.52171 -0.31711 2.15608 -0.528 -0.375 -0.170
H -4.60766 0.82774 2.96532 -0.055 0.035 -0.079
H -6.04394 -0.86562 4.08124 -0.002 0.008 0.004
H -5.96311 -3.19989 3.28485 -0.004 -0.036 0.023
H -4.33631 -3.93273 1.58602 -0.004 0.008 0.044
Br -1.55947 4.05234 -4.14175 -0.001 -0.055 -0.023
C -2.75179 3.25496 -2.92256 0.107 -0.008 0.022
C -4.06128 3.71589 -2.83527 0.007 0.000 0.007
N -4.93699 3.22422 -1.96975 -0.085 0.006 0.039
C -4.53943 2.25962 -1.15203 0.013 0.007 0.024
C -3.25215 1.73275 -1.17547 -0.133 -0.115 -0.028
C -2.33525 2.23379 -2.09340 0.029 0.027 -0.001
C -2.82166 0.64727 -0.26587 1.139 -0.070 -0.161
O -3.79534 0.34477 0.63369 -0.364 -0.276 0.134
O -1.74242 0.10891 -0.28458 -0.739 0.205 0.342
H -4.41119 4.50910 -3.48411 0.034 0.017 -0.027
H -5.27613 1.89155 -0.45025 -0.008 -0.011 -0.013
H -1.33044 1.83391 -2.14068 -0.008 -0.003 -0.001
```
Forces are in eV/Å.

Values from the calculation:
Total charge: +1
E_tot (a.u.): -6320.49964
2S+1: 1